(1)
200
Properties=species:S:1:pos:R:3:forces:R:3:mulliken_charge:R:1 method="wB97M-V/def2-TZVPD" e_above_lowest_kcal_mol=50.15 gap_ev=7.9 total_energy_ev=-218215.6433
Cl 4.908 -1.447 -5.167 0.132 0.040 -0.077 -0.06
C 5.802 -1.804 -6.678 0.702 -1.096 0.281 -0.59
C 6.141 -3.311 -6.691 -1.338 -0.321 -0.382 -0.34
Cl 6.994 -3.737 -8.196 0.563 0.215 0.082 -0.20
H 6.781 -1.326 -6.676 -0.282 0.500 0.198 0.32
H 5.198 -1.423 -7.499 0.080 -0.395 -0.055 0.34
H 5.294 -3.993 -6.767 -0.489 0.579 0.219 0.12
H 6.637 -3.650 -5.782 0.610 0.410 -0.239 0.40
Cl -5.596 -4.646 3.333 0.167 -0.151 -0.411 -0.21
C -3.922 -4.934 2.706 0.440 1.504 1.805 1.32
C -2.987 -4.640 3.950 -0.580 -2.003 -0.398 -0.23
Cl -1.357 -5.206 3.505 0.346 0.287 0.119 -0.16
H -3.734 -4.165 1.957 -0.185 -0.413 0.031 -1.52
H -3.857 -5.916 2.243 0.161 -0.082 0.523 0.32
H -3.259 -5.252 4.809 -0.237 -0.114 -0.192 0.58
H -2.948 -3.614 4.312 -0.085 -0.461 -0.321 0.34
Cl 6.370 1.285 1.053 0.327 0.294 -0.313 0.09
C 7.828 2.105 1.715 -0.032 -0.310 1.078 -0.76
C 8.980 2.314 0.781 0.328 0.356 -0.709 -0.62
Cl 9.648 0.760 0.154 -0.302 0.511 -0.026 -0.20
H 8.094 1.445 2.540 0.280 0.127 -0.029 0.32
H 7.492 3.044 2.157 -0.014 0.077 -0.223 0.28
H 9.830 2.837 1.219 -0.179 -0.332 0.760 0.41
H 8.738 3.015 -0.018 -0.393 -0.644 -0.473 0.36
Cl 3.530 -5.035 -2.774 -0.247 0.015 0.064 -0.15
C 2.495 -4.906 -4.214 0.122 0.266 -0.508 0.52
C 2.027 -6.230 -4.770 0.986 -0.233 0.229 -0.57
Cl 1.056 -7.210 -3.614 0.196 0.345 -0.775 -0.14
H 3.128 -4.458 -4.981 0.026 0.009 -0.036 0.12
H 1.681 -4.196 -4.061 -0.074 -0.185 0.419 -0.53
H 2.903 -6.836 -4.995 -0.003 -0.054 0.167 0.41
H 1.583 -6.029 -5.745 -0.785 -0.235 0.307 0.36
C -4.786 -7.206 -0.307 -0.261 0.259 -0.004 -0.68
C -6.178 -6.617 -0.182 -0.158 -0.062 0.732 -0.48
C -6.294 -5.231 -0.836 -1.148 -1.153 -0.783 -0.79
C -5.349 -4.294 -0.307 -0.892 -0.975 -0.957 0.39
N -4.618 -3.543 0.113 1.498 1.596 0.709 -0.38
H -4.032 -6.521 0.083 0.127 -0.227 0.192 -0.17
H -4.535 -7.372 -1.356 0.042 -0.252 0.020 0.38
H -4.829 -8.141 0.251 0.635 -0.054 -0.143 0.36
H -6.454 -6.564 0.873 0.110 0.243 0.108 0.26
H -6.855 -7.378 -0.571 -0.347 0.517 -0.486 0.39
H -7.275 -4.756 -0.778 -0.164 -0.241 0.369 0.38
H -6.177 -5.405 -1.907 0.501 0.428 -0.104 0.27
C 5.397 1.073 6.043 0.104 0.615 2.152 -1.63
C 4.945 0.956 4.632 1.165 -1.093 0.282 0.11
C 4.298 2.156 4.015 -1.021 0.179 0.354 1.62
C 5.036 3.409 4.077 0.623 -0.684 -0.474 -0.01
N 5.727 4.322 4.099 0.096 0.487 0.059 -0.60
H 4.610 1.299 6.767 -0.346 0.316 -0.252 0.37
H 6.153 1.848 6.184 -0.009 0.146 -0.165 0.36
H 5.828 0.186 6.510 0.127 -0.359 -0.674 0.41
H 4.241 0.126 4.560 0.036 -0.011 -0.332 0.23
H 5.871 0.704 4.110 -0.277 -0.181 -0.634 -0.07
H 3.384 2.353 4.579 -0.340 -0.118 -0.296 0.33
H 4.049 1.846 3.001 -0.181 0.659 -0.109 -1.05
C -2.807 -2.779 -3.376 -1.021 0.268 -1.433 -1.47
C -1.453 -2.729 -4.056 0.754 0.367 1.870 0.94
C -0.934 -1.258 -4.005 -0.269 -1.245 -0.398 0.56
C -1.509 -0.546 -5.127 -0.281 1.555 -0.994 0.01
N -1.983 0.079 -5.981 0.462 -0.812 0.798 -0.68
H -3.304 -3.729 -3.575 0.034 -0.121 0.459 0.39
H -3.423 -2.053 -3.915 -0.284 0.079 0.007 0.55
H -2.869 -2.462 -2.336 0.505 -0.393 0.083 0.16
H -1.445 -3.176 -5.049 -0.115 0.259 -0.068 0.73
H -0.751 -3.285 -3.430 0.099 -0.244 -0.174 -1.01
H 0.156 -1.257 -4.019 -0.020 0.353 -0.219 0.21
H -1.260 -0.778 -3.084 0.091 -0.060 -0.036 -0.29
C -1.506 -5.888 -2.195 -0.685 0.889 0.221 -1.41
C -0.543 -5.170 -1.238 -0.550 -0.393 -0.168 2.14
C -0.744 -5.460 0.273 -0.152 -0.477 -0.470 1.26
C -0.849 -6.898 0.605 0.404 -3.457 0.295 -0.25
N -0.906 -8.067 0.780 0.041 3.937 -0.512 -0.67
H -1.229 -5.718 -3.235 0.409 -0.310 0.089 0.33
H -2.503 -5.441 -2.184 -0.213 -0.194 0.552 0.07
H -1.567 -6.952 -1.968 0.008 -0.028 -0.199 0.55
H -0.647 -4.086 -1.289 0.108 -0.200 -0.427 -1.42
H 0.436 -5.475 -1.609 0.356 0.225 0.643 -0.01
H -1.665 -5.023 0.662 -0.091 0.182 -0.289 -0.83
H 0.057 -4.963 0.822 0.093 -0.336 0.213 0.50
C 8.796 -2.722 1.743 0.977 -0.286 -0.405 -1.06
C 7.309 -2.876 1.766 -0.946 -1.055 -0.949 -0.42
C 6.643 -2.788 0.365 -0.142 1.789 -0.092 0.70
C 7.088 -3.728 -0.643 1.190 -1.504 -1.147 0.00
N 7.522 -4.434 -1.459 -0.805 1.019 1.220 -0.54
H 9.178 -1.791 1.324 -0.375 0.221 0.096 0.09
H 9.211 -3.501 1.101 0.147 -0.096 0.071 0.38
H 9.242 -2.844 2.730 -0.106 -0.022 0.043 0.37
H 6.840 -2.207 2.486 -0.260 0.004 -0.232 0.26
H 7.053 -3.915 1.987 0.189 0.043 0.976 0.34
H 6.856 -1.812 -0.079 0.147 0.210 0.028 -0.04
H 5.552 -2.794 0.378 -0.038 -0.315 0.398 -0.04
C 2.647 3.117 0.711 -0.066 0.342 -1.264 -0.16
C 2.094 3.283 -0.737 1.344 -0.520 -0.111 0.50
C 3.060 4.125 -1.619 1.120 0.338 0.346 -0.66
C 4.469 3.640 -1.740 -0.192 -0.458 0.801 0.15
N 5.567 3.288 -1.788 -0.519 0.188 -0.087 -0.56
H 2.211 2.223 1.156 0.029 0.159 0.256 -1.06
H 2.481 4.012 1.311 -0.079 -0.088 0.142 0.57
H 3.724 2.980 0.607 0.074 -0.181 0.326 0.59
H 1.090 3.705 -0.752 0.035 -0.011 -0.163 0.48
H 2.099 2.285 -1.176 -0.498 -0.051 -0.048 -0.52
H 3.192 5.094 -1.133 -0.197 0.275 -0.227 0.57
H 2.832 4.284 -2.674 -0.886 0.053 0.157 0.24
C -1.320 4.323 2.217 -1.423 0.087 -0.687 -0.48
C -0.529 3.311 2.665 0.490 -0.816 1.073 -0.36
C -0.913 2.521 3.778 1.303 0.370 -1.002 -0.76
C -2.096 2.738 4.405 -1.874 1.201 0.097 0.64
C -2.958 3.782 3.917 -0.270 -0.340 -1.970 -0.12
C -2.596 4.517 2.769 0.865 -0.251 1.424 -0.99
C -4.327 4.039 4.471 -0.487 1.997 1.573 0.65
O -5.202 4.774 4.006 1.480 -1.381 -0.391 -0.73
C -4.435 3.651 5.913 1.253 -2.296 0.449 0.36
C -5.379 4.177 6.756 -1.352 0.806 -1.282 -0.43
C -5.586 3.756 8.044 0.073 0.727 0.730 -0.67
C -4.648 2.969 8.615 1.515 -0.952 -0.060 -0.38
C -3.579 2.469 7.831 -0.819 -0.960 0.690 -0.80
C -3.525 2.650 6.461 -1.460 2.042 0.249 0.44
C -2.491 1.999 5.642 0.835 -0.361 0.121 0.86
O -1.926 0.980 6.013 -0.292 0.528 -0.371 -0.72
H -1.079 4.887 1.326 0.332 0.155 0.088 0.49
H 0.445 3.140 2.230 0.013 -0.077 -0.071 0.30
H -0.202 1.801 4.157 -0.119 -0.147 0.030 0.55
H -3.189 5.352 2.424 -0.394 -0.248 -0.036 0.44
H -6.061 4.930 6.383 0.048 -0.009 -0.374 0.45
H -6.365 4.157 8.676 -0.233 0.098 -0.280 0.38
H -4.716 2.747 9.671 0.177 -0.207 0.011 0.40
H -2.896 1.791 8.324 0.271 0.016 -0.194 0.43
C -3.204 4.101 -4.376 1.030 0.495 0.035 -0.81
C -2.811 5.129 -5.227 -0.002 0.330 -0.266 -0.58
C -1.522 5.224 -5.739 0.371 -0.743 0.883 -0.70
C -0.551 4.292 -5.303 -0.331 0.593 -0.356 0.89
C -0.909 3.300 -4.388 -0.340 -0.205 -0.118 0.25
C -2.239 3.185 -3.981 -0.572 -0.079 0.296 -0.39
C 0.101 2.352 -3.861 0.124 -1.676 0.760 0.22
O -0.186 1.422 -3.089 0.416 1.677 -1.051 -0.60
C 1.530 2.519 -4.318 -0.651 0.848 -0.296 -0.17
C 2.536 1.727 -3.843 1.318 -1.516 0.047 0.63
C 3.860 1.873 -4.268 -0.323 0.958 -0.492 -1.15
C 4.188 2.905 -5.162 -0.440 0.129 0.485 -0.91
C 3.180 3.734 -5.666 0.680 -0.923 0.810 -0.66
C 1.880 3.521 -5.229 -0.307 0.620 -0.842 0.61
C 0.849 4.402 -5.834 -1.002 0.571 0.013 0.08
O 1.086 5.208 -6.715 0.315 -0.401 0.316 -0.69
H -4.179 4.157 -3.913 -0.085 -0.424 -0.138 0.43
H -3.526 5.903 -5.469 -0.056 0.022 -0.129 0.38
H -1.224 6.054 -6.361 0.013 -0.132 -0.179 0.48
H -2.554 2.389 -3.321 0.339 -0.094 0.134 0.59
H 2.347 0.881 -3.196 -0.406 0.161 0.233 0.13
H 4.633 1.225 -3.882 -0.007 0.009 0.055 0.89
H 5.217 3.148 -5.390 0.100 -0.323 -0.152 0.44
H 3.425 4.531 -6.351 -0.240 0.043 -0.036 0.51
C 3.366 -1.217 -1.606 -1.909 -1.122 0.708 -0.85
C 4.057 -0.562 -0.603 -1.094 -0.266 0.700 -1.09
C 3.431 -0.396 0.659 0.148 0.464 -0.807 1.27
C 2.090 -0.770 0.899 1.076 -0.327 -0.166 -0.10
C 1.396 -1.449 -0.109 1.676 0.224 -1.679 0.52
C 2.057 -1.749 -1.337 1.415 1.643 0.415 -0.37
C -0.045 -1.689 -0.070 -0.346 -1.122 0.028 0.48
O -0.557 -2.024 -1.137 -0.793 0.559 1.854 -0.91
C -0.694 -1.604 1.323 -0.322 -1.030 -1.937 -0.02
C -1.955 -2.241 1.530 1.337 1.358 1.402 0.12
C -2.519 -2.068 2.800 -0.370 -0.775 -1.723 -2.12
C -1.904 -1.364 3.805 0.099 -0.539 0.334 -1.01
C -0.648 -0.869 3.593 1.802 0.771 -0.307 -0.75
C 0.033 -0.984 2.358 -2.343 -0.756 0.260 0.88
C 1.399 -0.483 2.186 1.049 2.482 1.076 0.18
O 1.898 0.283 3.043 -0.662 -1.669 -1.518 -0.72
H 3.791 -1.354 -2.591 0.096 -0.110 0.004 0.38
H 5.052 -0.200 -0.816 0.030 0.191 0.283 0.65
H 4.017 0.170 1.370 -0.323 -0.184 0.491 -0.43
H 1.557 -2.249 -2.153 -0.272 -0.089 0.221 0.32
H -2.444 -2.921 0.848 0.154 0.526 -0.545 0.12
H -3.419 -2.639 2.987 -0.150 0.928 -0.111 1.67
H -2.337 -1.412 4.794 0.001 0.553 0.109 0.62
H -0.085 -0.363 4.365 -0.200 -0.131 0.301 0.51
C -8.729 6.453 0.406 0.809 -1.263 -0.327 -0.70
C -7.733 7.002 -0.383 0.634 0.154 -0.179 -0.45
C -6.564 6.302 -0.701 -0.360 -0.046 0.164 -0.54
C -6.321 5.043 -0.155 -1.158 0.054 -0.166 0.36
C -7.282 4.485 0.703 -1.075 0.721 0.135 0.02
C -8.486 5.171 0.943 0.072 0.894 0.001 -0.65
C -7.100 3.200 1.436 -1.079 0.277 1.145 0.67
O -7.965 2.802 2.218 1.176 0.123 -1.055 -0.70
C -5.798 2.546 1.260 0.252 0.213 -1.653 0.80
C -5.503 1.372 1.900 -1.202 0.353 2.247 -0.94
C -4.291 0.782 1.897 1.914 -0.437 -0.629 -0.09
C -3.243 1.308 1.105 -1.676 0.093 -0.341 -0.01
C -3.590 2.385 0.288 -0.679 0.931 -0.076 -1.73
C -4.871 3.036 0.336 1.117 -0.860 0.230 -0.05
C -5.135 4.259 -0.527 0.376 -0.701 1.986 0.45
O -4.328 4.632 -1.329 0.664 0.288 -1.163 -0.62
H -9.670 6.976 0.484 -0.024 -0.078 0.483 0.41
H -7.829 8.018 -0.742 -0.157 -0.022 -0.240 0.39
H -5.865 6.727 -1.407 0.181 0.004 0.117 0.52
H -9.203 4.754 1.635 0.006 -0.278 -0.115 0.47
H -6.180 1.064 2.687 -0.474 -0.287 -0.343 0.45
H -4.173 -0.091 2.522 0.318 -0.005 -0.052 0.27
H -2.279 0.820 1.067 0.128 0.176 0.009 0.71
H -2.893 2.862 -0.388 0.277 -0.242 -0.061 0.84



(2)
26
Properties=species:S:1:pos:R:3:forces:R:3:mulliken_charge:R:1 method="wB97M-V/def2-TZVPD" e_above_lowest_kcal_mol=4.07 smiles=FC(F)(F)C(F)(F)C(F)(F)C(F)(F)C(F)(F)C(F)(F)C(F)(F)C(F)(F)Br gap_ev=12.0 total_energy_ev=-124535.6675
F -0.745 1.148 3.993 -0.310 0.117 0.057 -0.25
C 0.056 0.172 3.594 0.019 -0.050 -0.089 0.64
F 1.046 0.699 2.881 0.133 -0.056 -0.199 -0.21
F 0.579 -0.402 4.666 0.023 -0.295 0.201 -0.25
C -0.728 -0.895 2.759 0.053 0.123 0.275 0.61
F -1.787 -1.299 3.474 -0.086 0.210 0.113 -0.30
F 0.070 -1.962 2.599 0.203 0.090 -0.051 -0.28
C -1.230 -0.344 1.376 0.104 -0.090 -0.154 0.55
F -1.164 0.999 1.388 0.203 0.081 0.087 -0.29
F -2.517 -0.672 1.210 -0.048 -0.283 -0.083 -0.31
C -0.401 -0.887 0.169 -0.115 0.123 -0.016 0.68
F 0.885 -0.537 0.345 -0.054 0.252 0.155 -0.29
F -0.456 -2.224 0.142 -0.281 -0.183 -0.063 -0.29
C -0.939 -0.374 -1.210 -0.092 -0.140 0.057 0.61
F -2.032 -1.090 -1.504 -0.001 -0.242 0.020 -0.33
F -1.332 0.907 -1.133 0.068 0.068 0.023 -0.26
C 0.101 -0.554 -2.377 -0.018 0.066 -0.151 0.48
F -0.548 -1.086 -3.423 -0.088 0.280 -0.150 -0.32
F 1.051 -1.436 -2.027 0.127 -0.016 0.061 -0.26
C 0.787 0.762 -2.879 -0.035 -0.018 -0.200 0.63
F -0.156 1.621 -3.297 -0.118 -0.035 0.153 -0.27
F 1.524 0.435 -3.954 0.159 -0.247 0.113 -0.29
C 1.720 1.473 -1.865 0.126 0.367 -0.041 0.36
F 1.051 1.808 -0.757 -0.122 0.132 -0.043 -0.10
F 2.714 0.665 -1.507 0.154 -0.226 -0.086 -0.19
Br 2.450 3.073 -2.663 -0.004 -0.027 0.012 -0.09



(3)
18
Properties=species:S:1:pos:R:3:forces:R:3:mulliken_charge:R:1 method="wB97M-V/def2-TZVPD" e_above_lowest_kcal_mol=146.77 smiles="C1=C2CC[C@@H]3[C@H](C1)[C@H]23" gap_ev=9.8 total_energy_ev=-8451.9049
C 0.678 -1.467 -0.081 1.520 1.214 -3.310 -0.81
C -0.189 -0.749 0.575 -3.212 -1.673 0.346 0.53
C -1.655 -0.937 0.157 2.050 1.337 0.429 -0.74
C -1.553 0.535 -0.661 -2.190 0.777 -1.629 -0.70
C -0.280 1.422 -0.113 -4.568 -0.146 -3.339 -0.50
C 1.213 0.853 -0.089 1.840 5.969 -0.820 -0.46
C 1.772 -0.430 -0.401 4.889 -2.203 -1.131 -0.25
C 0.214 0.621 0.885 0.516 -0.417 9.609 0.12
H 0.326 -2.062 -0.947 0.489 -0.530 1.191 0.21
H -2.319 -0.927 1.052 -0.046 0.195 -1.073 0.29
H -1.593 -1.960 -0.346 -1.057 1.802 0.195 0.34
H -1.460 0.552 -1.789 -0.026 -1.094 1.125 0.26
H -2.599 1.084 -0.590 2.176 -0.729 0.501 0.34
H -0.629 2.490 0.008 1.424 -1.175 -0.208 0.31
H 1.956 1.805 -0.107 -1.740 -2.428 0.527 0.26
H 2.345 -0.395 -1.496 -1.412 -0.844 2.880 0.34
H 2.568 -0.560 0.518 -0.988 0.269 -2.634 0.16
H 0.198 0.879 2.067 0.336 -0.324 -2.658 0.31



(4)
18
Properties=species:S:1:pos:R:3:forces:R:3:mulliken_charge:R:1 method="wB97M-V/def2-TZVPD" e_above_lowest_kcal_mol=106.66 smiles="CC1=CC=CC=CC1" gap_ev=8.3 total_energy_ev=-8453.6441
C 0.557 1.296 1.104 -2.667 -1.017 -3.632 -1.60
C 0.515 0.872 -0.374 0.157 -0.431 0.313 0.51
C -0.596 0.982 -1.120 0.385 0.032 1.945 -0.66
C -1.780 0.512 -0.427 1.770 -2.028 1.593 -0.66
C -1.543 -0.682 0.235 -1.589 1.868 -1.026 -0.22
C -0.407 -1.565 0.307 1.327 -0.079 -0.193 -0.09
C 0.845 -1.425 -0.086 2.265 0.457 -1.020 -0.43
C 1.521 -0.185 -0.783 -2.484 0.627 -0.128 -0.70
H 0.909 2.233 1.084 1.956 3.527 0.212 0.50
H 1.106 0.663 1.652 2.103 -2.213 2.181 0.48
H -0.417 1.416 1.494 -1.156 -0.192 0.503 0.41
H -0.698 0.878 -2.146 0.652 -0.362 -2.136 0.40
H -2.594 1.157 -0.463 -2.243 0.087 0.358 0.40
H -2.272 -1.189 0.780 -2.062 -0.053 0.777 0.37
H -0.432 -2.529 0.813 -1.318 0.213 0.084 0.28
H 1.450 -2.304 0.168 0.323 0.511 -0.527 0.29
H 2.448 0.068 -0.340 1.478 -0.357 -0.215 0.37
H 1.388 -0.196 -1.898 1.104 -0.590 0.910 0.36



(5)
18
Properties=species:S:1:pos:R:3:forces:R:3:mulliken_charge:R:1 method="wB97M-V/def2-TZVPD" e_above_lowest_kcal_mol=77.36 smiles="c1ccccc1.C=C" gap_ev=9.3 total_energy_ev=-8454.9150
C -1.255 -1.358 0.139 0.967 -1.716 2.094 -0.28
C -2.108 -0.548 -0.475 -1.389 3.824 -1.501 -0.33
C -1.833 0.823 -0.480 1.558 1.224 1.685 -0.29
C -0.730 1.469 0.285 -2.599 -0.982 1.160 -0.40
C -0.004 0.600 1.107 -1.789 -3.467 -2.483 -0.52
C -0.201 -0.851 0.859 0.153 1.372 1.272 -0.52
H -1.542 -2.385 0.274 0.480 -0.574 -0.383 0.37
H -3.037 -0.828 -0.954 0.162 -0.396 -0.045 0.37
H -2.564 1.435 -0.943 -0.330 0.760 -0.559 0.39
H -0.589 2.594 0.445 -0.404 -1.736 -0.833 0.31
H 0.949 0.806 1.484 0.661 0.831 1.396 0.50
H 0.466 -1.654 1.219 -0.068 1.066 0.397 0.42
C 1.811 0.597 -0.485 1.260 -0.709 -1.487 -0.52
C 2.334 -0.631 -0.484 0.070 0.676 -0.613 -0.59
H 0.836 0.790 -0.921 0.927 -0.114 -0.310 0.23
H 2.334 1.455 -0.057 -0.052 -0.254 -0.187 0.32
H 1.821 -1.489 -0.915 -0.010 0.271 0.051 0.29
H 3.313 -0.824 -0.097 0.403 -0.075 0.346 0.26



(6)
18
Properties=species:S:1:pos:R:3:forces:R:3:mulliken_charge:R:1 method="wB97M-V/def2-TZVPD" e_above_lowest_kcal_mol=147.52 smiles="C1=CCC(C2CC2)=C1" gap_ev=8.9 total_energy_ev=-8451.8724
C -2.579 0.850 0.019 0.249 -3.428 -3.270 -0.41
C -2.671 -0.566 -0.143 3.581 4.059 2.844 -0.47
C -1.137 -1.029 0.033 -3.365 -5.578 -0.113 -0.37
C -0.295 0.127 -0.067 -1.138 1.292 -1.913 0.24
C 1.078 -0.010 0.299 4.558 0.321 3.344 0.09
C 2.239 0.917 0.005 3.420 0.234 -1.068 -0.59
C 2.425 -0.639 -0.396 -1.731 0.735 2.660 -0.77
C -1.054 1.233 -0.272 -4.074 -5.766 2.112 -0.70
H -3.536 1.451 -0.069 1.680 -0.196 0.214 0.30
H -3.545 -1.182 -0.062 -0.087 -0.248 -0.077 0.39
H -0.829 -1.511 1.075 -1.323 0.707 -1.821 0.21
H -1.142 -2.058 -0.713 1.072 3.048 1.587 0.24
H 1.203 -0.128 1.548 -0.824 -0.158 -3.412 0.21
H 2.541 1.883 -0.756 -1.717 -3.154 1.801 0.25
H 2.877 1.071 0.932 -0.948 0.080 -1.237 0.22
H 2.306 -1.135 -1.309 -0.660 0.671 -2.074 0.32
H 3.020 -1.461 0.122 -0.600 1.923 0.476 0.21
H -0.900 2.187 -0.247 1.906 5.460 -0.055 0.61